115
Properties=species:S:1:pos:R:3:forces:R:3 method="wB97M-V/def2-TZVPD" lumo_ev=1.8 homo_ev=-7.874 homo_lumo_gap_ev=9.7 total_charge=-1
C 8.9092 13.7489 8.7326 -0.5 0.7 -0.1
C 10.2744 14.1248 9.1627 0.2 2.8 -0.7
C 11.4949 13.5930 8.5162 0.9 -0.2 -0.5
O 11.3960 13.7174 7.1122 -0.3 -0.1 0.1
C 12.1716 12.7921 6.3878 0.0 0.2 -0.6
N 10.2866 15.6957 8.9106 -1.0 0.4 1.7
H 11.0931 16.2016 9.3020 -0.1 -0.5 -0.3
H 10.2445 15.8081 7.9146 0.1 0.3 -0.7
H 9.4151 16.2042 9.3527 1.4 -1.4 -0.8
H 8.2290 14.2429 9.4142 -0.3 0.0 0.2
H 8.7533 12.7087 8.8188 -0.2 -1.3 -0.2
H 8.6592 14.1420 7.7527 0.1 -0.3 -0.4
H 10.3662 14.0256 10.1982 0.2 -0.2 1.7
H 11.6913 12.6001 8.8975 -0.4 -0.7 -0.3
H 12.4071 14.1214 8.8143 -0.1 0.4 0.4
H 13.0372 12.4449 6.9366 0.6 0.4 0.2
H 12.4559 13.2807 5.4377 0.0 -0.4 0.5
H 11.6199 11.8852 6.1942 -0.5 -0.3 -0.3
C 9.8303 7.2230 13.9514 -1.1 -0.9 0.9
C 11.2055 7.7534 13.6581 0.7 0.4 -0.2
C 12.0432 7.0890 12.5935 1.5 -0.3 2.5
O 13.3217 7.7684 12.5518 -1.0 -0.1 -0.7
C 13.8008 7.3703 11.2796 0.9 1.0 -1.5
N 11.0465 9.1346 13.1486 -0.1 1.0 -0.8
H 11.9271 9.6010 12.8251 -0.4 -0.6 0.3
H 10.4358 9.0880 12.2902 0.0 0.5 0.7
H 10.6696 9.7603 13.8689 -0.2 0.0 -0.4
H 9.4275 7.7620 14.8649 0.2 -0.4 -1.3
H 9.7961 6.1402 14.2614 0.4 1.0 -0.5
H 9.1768 7.3343 13.0525 0.3 0.0 0.8
H 11.7987 7.8664 14.5551 0.2 -0.3 0.4
H 11.6215 7.1609 11.6354 -1.1 -0.1 -1.3
H 12.3055 6.0654 12.8761 -0.6 -0.2 -0.2
H 13.9394 6.2861 11.2842 0.1 0.0 -0.2
H 14.7779 7.8789 11.0386 -1.0 -0.5 0.5
H 13.0562 7.6445 10.4566 1.0 -0.3 1.0
C 10.5386 17.6165 12.4723 1.1 -0.7 -0.3
C 11.3761 18.0854 13.6548 0.8 -1.0 0.1
C 11.6529 16.9118 14.5325 -1.8 -2.0 1.4
O 12.5194 17.1680 15.5913 1.3 0.7 0.4
C 12.3779 16.1955 16.6086 -1.3 -0.7 -0.4
N 12.7187 18.5906 13.2147 -0.5 0.1 0.6
H 13.3742 18.5579 14.0231 -0.8 0.2 -0.7
H 14.3912 18.7206 11.1909 -0.5 0.5 0.4
H 12.5057 19.5569 13.0203 0.6 0.5 -0.2
H 9.4830 17.7820 12.6123 -0.2 -0.3 0.2
H 10.7861 16.5169 12.2640 -0.6 1.5 0.1
H 10.8356 18.2405 11.6252 -0.1 -0.3 -0.2
H 10.7911 18.7930 14.2460 0.3 0.4 0.0
H 12.0658 16.0460 14.0312 0.2 -0.1 -1.0
H 10.6942 16.4711 14.9878 0.7 0.9 -0.8
H 12.2532 15.1250 16.1726 0.3 1.7 0.7
H 11.4359 16.5223 17.1062 0.5 -0.9 0.3
H 13.2126 16.2329 17.3102 0.0 0.1 -0.3
C 16.7928 9.3612 14.9029 1.3 -2.2 0.9
C 16.2022 10.6517 14.5211 -1.4 1.1 0.3
C 16.8874 11.3018 13.3645 0.4 -1.3 -2.1
O 16.6567 10.3277 12.3087 0.1 1.6 -1.3
C 17.2649 10.7526 11.0747 0.8 -1.7 0.4
N 14.6843 10.6156 14.2754 2.0 2.7 -0.6
H 14.1916 10.0991 14.9618 -0.6 -0.9 1.0
H 14.3981 11.6088 14.3828 -0.3 -0.6 0.3
H 14.3983 10.4645 13.3126 0.0 -0.9 -0.3
H 17.3553 8.8724 14.0892 -0.3 0.4 0.2
H 16.1396 8.5641 15.3262 0.0 1.0 -0.3
H 17.5068 9.5842 15.7161 -0.1 -0.3 -0.3
H 16.2886 11.3406 15.3322 -0.1 0.3 0.9
H 17.9989 11.3118 13.4549 -0.7 0.4 0.6
H 16.5044 12.3016 13.0575 0.1 -0.5 0.4
H 18.3481 10.6815 11.1387 0.4 0.1 0.4
H 17.0533 11.7199 10.7012 -0.8 1.3 0.2
H 17.0472 10.0569 10.2766 -0.6 -0.4 0.1
P 13.4870 10.4263 18.0879 1.1 0.9 -1.1
F 12.1685 10.4685 17.1015 0.8 0.3 0.0
F 12.6289 9.4952 19.0170 0.4 -0.4 0.9
F 14.1121 9.1047 17.2115 -0.8 0.8 0.6
F 14.8233 10.3997 19.0201 -0.5 -0.8 -0.3
F 14.2959 11.3734 17.0087 0.1 -0.2 -0.5
F 13.0980 11.8034 18.8510 -0.9 -0.7 -0.1
P 9.4152 9.1082 9.5005 -0.3 2.0 0.4
F 10.1244 10.5116 9.9676 -0.3 -0.3 -0.6
F 10.9105 8.3896 9.5113 -0.8 -0.1 0.6
F 9.1965 8.8246 11.0919 0.7 -0.7 1.2
F 8.6699 7.7879 9.1846 0.1 -2.3 -0.6
F 7.9108 9.7783 9.5474 0.9 0.9 -0.5
F 9.6470 9.4349 7.9712 -0.2 0.5 -0.5
P 7.3675 17.4071 10.3643 0.7 -1.8 -0.3
F 7.6612 16.7312 8.8469 -0.9 0.0 0.6
F 8.5824 16.3586 10.8592 -0.5 -0.3 0.4
F 8.5591 18.4127 10.0515 0.8 1.1 -0.7
F 7.2576 18.0435 11.7898 -0.2 0.5 1.3
F 6.3009 18.3630 9.7335 -0.7 0.2 -0.2
F 6.2838 16.2868 10.8263 0.4 0.4 -1.2
P 12.1611 12.4542 12.7957 1.2 -1.6 -1.2
F 12.1612 11.6361 14.1711 -0.8 0.4 1.9
F 12.9932 11.0538 12.3136 0.3 0.0 -1.1
F 10.7818 11.7898 12.4152 -0.6 -1.1 -0.9
F 12.4335 12.9717 11.2904 -0.4 0.4 0.4
F 11.3489 13.6597 13.2677 -0.5 2.2 0.9
F 13.5324 13.1643 13.2811 0.6 -0.1 -0.1
C 15.1030 17.1020 10.5868 0.5 -0.7 -0.1
O 16.2451 16.6733 11.2226 0.9 -1.0 0.2
O 15.1557 18.4793 10.6695 -0.9 0.0 -0.9
C 15.1639 16.5146 9.1476 -0.1 0.9 -0.7
F 15.5832 15.2596 9.0975 0.1 -0.5 0.5
F 13.8528 16.4788 8.7771 0.1 0.3 -1.0
F 15.9112 17.1658 8.2042 -1.1 -0.1 1.0
C 16.1098 15.9118 12.3921 -0.1 1.1 2.8
C 17.3359 16.1324 13.4094 -2.2 0.9 -0.3
H 17.8329 15.2231 13.6375 0.5 -0.8 0.2
H 18.0333 16.8320 12.9789 0.3 0.2 -0.2
H 16.9309 16.5860 14.3686 0.6 -0.6 -1.1
H 15.9282 14.8618 12.2056 0.0 -0.3 -0.3
H 15.2484 16.3162 12.9871 0.3 -0.5 -0.7
H 14.1193 16.6516 10.9183 1.1 0.5 0.5